Entry 1:
9
Properties=species:S:1:pos:R:3:forces:R:3 method="wB97M-V/def2-TZVPD" lumo_ha=0.00456
O -4.381 0.374 4.951 0.0 0.4 0.0
H -4.101 -0.308 4.340 0.3 -0.2 -0.2
H -5.017 0.891 4.457 -0.1 0.4 -0.2
O -5.361 -1.480 6.467 -2.0 1.4 -5.0
H -5.262 -0.618 6.062 0.5 0.7 -0.3
H -5.409 -2.088 5.728 -0.3 -0.1 -0.5
O -4.942 -2.262 8.335 1.1 -2.2 4.9
H -4.923 -2.241 7.378 0.6 -0.3 1.4
H -5.425 -1.474 8.583 0.0 -0.1 -0.1

Entry 2:
12
Properties=species:S:1:pos:R:3:forces:R:3 method="wB97M-V/def2-TZVPD" lumo_ha=0.01661
N -0.117 -0.430 1.988 0.8 0.9 0.3
N -0.855 -0.385 0.982 -2.6 -1.4 0.6
N -0.644 0.015 -0.239 0.2 0.7 2.3
P -1.817 -0.618 -1.261 -2.3 -0.1 0.0
P 1.402 0.403 1.878 1.1 -0.9 -0.5
H -1.796 -0.834 1.334 1.3 0.7 -1.8
H 2.276 -0.454 -1.661 0.3 1.5 -0.4
H -0.818 -0.919 -2.061 1.4 -1.2 -2.2
H -2.263 0.399 -2.180 0.3 0.2 0.7
H 0.915 1.532 2.447 -0.4 1.2 0.9
H 1.272 0.990 0.610 0.2 0.0 -0.2
H 2.448 0.300 -1.836 -0.3 -1.6 0.3

Entry 3:
13
Properties=species:S:1:pos:R:3:forces:R:3 method="wB97M-V/def2-TZVPD" smiles="N/N=P/NN.O" lumo_ha=0.01210
N 1.110 1.241 0.628 0.2 1.8 0.6
N 0.738 0.166 -0.116 -1.5 0.1 0.4
P -0.540 -0.779 0.167 1.4 0.9 -0.5
N -0.626 -1.755 -1.234 0.1 -3.1 2.2
N -0.015 -1.603 -2.457 -0.2 0.3 -1.4
H 0.500 1.818 1.267 -0.1 -1.7 -0.7
H 1.573 1.967 0.087 0.3 -0.8 -0.3
H -0.434 -2.769 -0.974 -1.1 1.7 -0.2
H -0.214 -0.667 -2.768 0.6 0.1 -0.3
H 0.957 -1.872 -2.465 0.3 0.7 0.1
O -1.220 1.810 2.544 2.5 -2.3 2.5
H -0.613 1.436 3.350 -2.3 1.5 -2.8
H -1.215 1.006 1.971 -0.4 0.7 0.4

Entry 4:
10
Properties=species:S:1:pos:R:3:forces:R:3 method="wB97M-V/def2-TZVPD" s2=0.754 charge=+1 lumo_ha="-0.17308 / -0.40373" spin_multiplicity=2
N -0.226 -0.978 0.561 1.0 0.6 -2.8
H 0.424 -0.184 0.450 -0.1 0.2 0.9
H -1.112 -0.797 0.067 -0.4 -0.3 0.8
H 0.257 -1.836 0.262 -0.3 -0.5 0.8
H 3.032 -0.255 -2.343 -0.6 -0.1 -0.2
H 2.401 0.750 -3.250 -0.4 -0.1 0.0
O 2.153 0.015 -2.670 0.9 0.1 0.3
H -1.857 0.623 1.870 0.1 0.1 0.3
H -2.440 1.524 2.960 -0.1 -0.1 -0.2
O -2.633 1.138 2.093 0.0 0.0 0.0

Entry 5:
10
Properties=species:S:1:pos:R:3:forces:R:3 method="wB97M-V/def2-TZVPD" s2=0.751 lumo_ha="0.02220 / 0.01624" spin_multiplicity=2
O 0.570 -1.923 0.571 -0.7 -1.0 0.5
H 1.016 -2.345 1.333 0.1 0.3 -0.1
H -0.296 -2.379 0.552 0.2 0.1 -0.2
O -1.152 1.358 -1.158 -0.3 0.3 -0.2
H -0.911 1.834 -1.962 0.4 -0.1 -0.2
H -1.991 1.771 -0.937 -0.4 0.0 0.3
O 0.626 0.508 0.572 -0.8 1.2 0.7
H 0.012 1.207 0.228 -0.8 -0.7 0.1
H 1.470 0.933 0.184 1.0 -0.9 0.0
H 0.271 -0.538 0.731 1.3 0.8 -0.8

Entry 6:
10
Properties=species:S:1:pos:R:3:forces:R:3 method="wB97M-V/def2-TZVPD" charge=+1 lumo_ha=-0.13043
O 2.126 0.203 0.342 0.8 0.0 0.4
H 3.014 0.349 -0.006 -0.1 0.1 -0.3
H 2.273 -0.172 1.221 -0.3 0.0 0.0
O -2.127 -0.510 0.134 -1.4 -0.6 0.9
H -3.047 -0.211 0.300 0.8 0.1 -0.2
H -2.018 -1.332 0.650 0.0 0.4 -0.3
O -0.081 0.268 -0.745 1.3 0.5 -0.2
H -1.027 0.108 -0.231 0.4 0.0 -0.4
H 0.011 1.006 -1.352 -0.9 0.3 -0.5
H 0.877 0.289 -0.313 -0.7 -0.7 0.6

Entry 7:
11
Properties=species:S:1:pos:R:3:forces:R:3 method="wB97M-V/def2-TZVPD" charge=-1 lumo_ha=0.14688
S -1.728 1.402 0.035 0.9 0.4 -0.3
H -0.547 2.047 -0.297 -0.9 -0.3 0.1
H 0.037 -1.865 -0.121 -0.2 -0.1 0.1
H 0.778 -0.968 0.858 0.1 -0.4 0.0
O 0.728 -1.906 0.546 0.0 0.3 -0.1
H 0.757 0.354 2.509 -0.4 0.2 0.0
H -0.002 0.940 1.229 -0.1 -0.2 0.3
O 0.860 0.589 1.584 0.5 0.1 -0.1
H 0.249 -0.635 -1.852 0.5 -0.2 -0.3
H -0.878 0.249 -1.940 -0.2 0.3 -0.4
O -0.255 -0.206 -2.551 -0.3 0.0 0.8

Entry 8:
11
Properties=species:S:1:pos:R:3:forces:R:3 method="wB97M-V/def2-TZVPD" charge=-1 lumo_ha=0.10189
S -1.269 0.193 3.689 2.2 1.8 0.0
H -2.247 -0.590 3.622 -2.3 -1.9 -0.1
H -0.529 -0.831 -1.067 0.0 -1.9 1.0
H -0.684 -2.195 -0.125 0.8 1.7 -1.6
O -0.196 -1.763 -0.901 -0.9 0.2 0.7
H -1.217 0.854 0.831 -0.6 -0.2 -0.3
H -2.423 0.261 1.322 -0.5 -0.4 0.9
O -2.073 0.524 0.475 1.2 0.6 -0.6
H 3.124 0.611 -2.226 1.2 0.8 -2.7
H 3.917 1.914 -2.557 -1.0 -3.0 -2.2
O 3.597 1.023 -3.064 -0.3 2.2 4.9

Entry 9:
11
Properties=species:S:1:pos:R:3:forces:R:3 method="wB97M-V/def2-TZVPD" charge=-1 lumo_ha=0.14883
S -1.028 -0.086 1.066 0.1 0.0 0.3
H -0.741 -0.803 2.185 -0.1 0.2 -0.3
H 1.200 1.549 -0.229 -1.5 1.4 -0.8
H -0.294 2.188 -0.248 3.5 -0.3 -1.6
O 0.660 2.236 -0.742 -2.0 -1.2 2.5
H -0.956 -0.805 -1.233 0.0 0.6 -1.4
H 0.193 -0.183 -1.879 1.2 0.7 -0.1
O -0.673 -0.447 -2.138 -1.4 -1.3 1.4
H 1.560 -1.657 1.549 -0.8 -0.5 3.0
H 1.282 -0.725 0.466 0.1 -1.2 0.2
O 1.789 -1.561 0.671 0.7 1.5 -3.1

Entry 10:
11
Properties=species:S:1:pos:R:3:forces:R:3 method="wB97M-V/def2-TZVPD" s2=0.754 lumo_ha="0.00001 / -0.15570" spin_multiplicity=2
O -0.010 -0.662 -0.373 0.8 -0.4 0.5
H 0.375 -1.479 -0.002 -0.2 -0.2 -0.1
O -0.034 0.647 2.529 -0.3 -0.3 -1.1
H 0.426 0.005 1.977 0.7 -0.2 0.6
H -0.674 0.862 1.832 -0.4 0.6 0.6
O -2.412 -0.220 -1.028 0.7 -0.1 -0.4
H -1.458 -0.462 -1.081 -1.1 0.1 0.1
H -2.516 0.239 -1.867 -0.4 0.1 0.0
O 2.219 0.524 -1.034 -0.2 -0.6 0.9
H 1.341 0.225 -0.712 0.2 0.7 -0.5
H 2.741 0.321 -0.240 0.3 0.3 -0.4

Across the entries above, energy above the lowest of the compared OMol25 structures with the same formula, charge and spin takes the values 2.153, 4.990, 3.700, 0.225, 0.598, 0.307, 0.286, 1.628, 0.965, 0.274 eV, respectively.
Across the entries above, calculated total energy takes the values -6238.100, -23156.330, -17407.254, -5688.059, -6251.973, -6249.113, -17093.341, -17092.000, -17092.662, -8300.398 eV, respectively.